--- 1 ---
Formula: C4H10O
Source: the OMol25 dataset
Level of theory: ωB97M-V/def2-TZVPD

Frontier orbital gap ... 11.1 eV
HOMO ... -10.1 eV

Structure (XYZ):
```
15
Properties=species:S:1:pos:R:3:lowdin_charge:R:1
C -0.997 -1.165 0.158 -0.04
C 0.090 -0.053 0.182 -0.64
C -0.681 1.306 -0.033 -0.05
C 1.295 -0.308 -0.709 -0.04
O 0.708 -0.031 1.510 -0.07
H -1.822 -0.981 0.917 0.10
H -0.646 -2.140 0.380 0.06
H -1.518 -1.150 -0.774 0.07
H -0.792 1.551 -1.225 0.13
H 0.078 2.028 0.318 0.06
H -1.668 1.478 0.468 0.08
H 1.692 -1.214 -0.310 0.08
H 1.896 0.586 -0.663 0.08
H 0.885 -0.462 -1.702 0.08
H 1.479 0.555 1.484 0.08
```

***

--- 2 ---
Formula: C4H10O
Source: the OMol25 dataset
Level of theory: ωB97M-V/def2-TZVPD

Frontier orbital gap ... 10.7 eV
HOMO ... -10.3 eV

Structure (XYZ):
```
15
Properties=species:S:1:pos:R:3:lowdin_charge:R:1
C -2.824 0.259 -1.041 -0.14
O -1.667 0.307 -1.358 -0.02
H -3.234 1.058 -0.342 0.09
H -3.581 -0.079 -1.773 0.08
C 1.086 -1.124 -0.069 -0.15
C 1.877 0.063 0.425 -0.33
C 1.377 0.599 1.796 -0.12
H 0.022 -0.929 -0.348 0.05
H 1.541 -1.802 -0.822 0.07
H 0.941 -1.761 0.838 0.07
H 2.892 -0.334 0.567 0.10
H 1.919 0.881 -0.337 0.11
H 0.343 0.919 1.762 0.06
H 2.144 1.343 2.045 0.07
H 1.377 -0.183 2.548 0.06
```

***

--- 3 ---
Formula: C4H10O
Source: the OMol25 dataset
Level of theory: ωB97M-V/def2-TZVPD

Frontier orbital gap ... 8.9 eV
HOMO ... -8.0 eV

Structure (XYZ):
```
15
Properties=species:S:1:pos:R:3:lowdin_charge:R:1
C -1.661 -0.088 -1.850 -0.03
C -0.473 -0.200 -1.208 -0.17
C -0.154 0.524 0.100 -0.25
C -1.381 1.204 0.730 -0.13
H -2.307 -0.928 -2.100 0.05
H -2.147 0.873 -2.000 0.05
H 0.417 -0.659 -1.636 0.09
H 0.429 1.423 -0.151 0.10
H 0.309 -0.176 0.771 0.10
H -1.923 1.784 -0.013 0.06
H -1.016 1.900 1.491 0.07
H -2.084 0.552 1.253 0.07
O 3.644 -2.085 1.380 -0.06
H 4.311 -2.776 1.364 0.03
H 4.036 -1.349 1.869 0.03
```

***

--- 4 ---
Formula: C4H10O
Source: the OMol25 dataset
Level of theory: ωB97M-V/def2-TZVPD

Frontier orbital gap ... 11.1 eV
HOMO ... -10.0 eV

Structure (XYZ):
```
15
Properties=species:S:1:pos:R:3:lowdin_charge:R:1
C -0.978 1.270 0.988 -0.03
C 0.243 0.802 0.735 -0.21
C 0.645 -0.646 0.785 -0.27
C 1.351 -1.094 -0.497 -0.11
H -1.791 0.603 1.273 0.07
H -1.208 2.332 0.954 0.06
H 1.035 1.504 0.465 0.11
H -0.241 -1.267 0.970 0.11
H 1.313 -0.796 1.644 0.11
H 0.680 -0.990 -1.356 0.06
H 2.244 -0.486 -0.686 0.07
H 1.669 -2.140 -0.426 0.07
O -1.594 0.303 -2.012 -0.07
H -1.171 0.852 -1.338 -0.01
H -2.198 -0.247 -1.501 0.04
```

***

Ordering by calculated energy gives the sequence 4, 1, 2, 3, with the first entry being the most stable.

***

--- 1 ---
Formula: C4H10O
Source: the OMol25 dataset
Level of theory: ωB97M-V/def2-TZVPD

Frontier orbital gap ... 10.7 eV
HOMO ... -9.8 eV

Structure (XYZ):
```
15
Properties=species:S:1:pos:R:3:lowdin_charge:R:1
C -0.851 2.108 0.334 -0.10
C 0.034 0.923 -0.061 -0.23
C -0.315 -0.167 0.917 -0.35
O 0.316 -0.425 1.916 0.04
H -0.639 2.394 1.370 0.08
H -1.912 1.835 0.267 0.08
H -0.681 2.965 -0.319 0.07
H -0.178 0.602 -1.091 0.11
H 1.100 1.163 0.021 0.12
H -1.262 -0.705 0.688 0.13
C 0.879 -2.145 -0.822 -0.04
H -0.130 -1.946 -1.195 0.03
H 1.614 -1.582 -1.403 0.03
H 1.107 -3.213 -0.829 0.03
H 0.916 -1.804 0.206 -0.01
```

***

--- 2 ---
Formula: C4H10O
Source: the OMol25 dataset
Level of theory: ωB97M-V/def2-TZVPD

Frontier orbital gap ... 11.1 eV
HOMO ... -10.3 eV

Structure (XYZ):
```
15
Properties=species:S:1:pos:R:3:lowdin_charge:R:1
C 1.700 1.652 -0.320 -0.16
O 1.981 1.846 -1.464 0.00
H 2.133 0.779 0.180 0.07
H 1.043 2.317 0.255 0.08
C -1.917 -0.323 -0.203 -0.13
C -1.390 -1.008 1.056 -0.31
C -0.129 -1.818 0.766 -0.13
H -2.369 -1.064 -0.864 0.07
H -2.633 0.475 -0.019 0.07
H -1.057 0.098 -0.726 0.06
H -1.147 -0.196 1.746 0.10
H -2.135 -1.689 1.462 0.10
H -0.033 -2.655 1.465 0.06
H 0.822 -1.295 0.811 0.05
H -0.178 -2.358 -0.188 0.07
```

***

Ordering by calculated energy gives the sequence 1, 2, with the first entry being the most stable.

***

--- 1 ---
Formula: C4H10O
Source: the OMol25 dataset
Level of theory: ωB97M-V/def2-TZVPD

Frontier orbital gap ... 9.2 eV
HOMO ... -8.2 eV

Structure (XYZ):
```
15
Properties=species:S:1:pos:R:3:lowdin_charge:R:1
C 1.162 -1.111 -1.274 -0.13
C -0.009 -1.040 -0.295 -0.30
C 0.168 0.047 0.749 -0.27
C -0.957 0.688 1.323 -0.05
O -0.687 2.285 0.437 -0.15
H 1.263 -0.170 -1.827 0.07
H 2.104 -1.281 -0.740 0.07
H 1.036 -1.924 -1.997 0.07
H -0.937 -0.858 -0.857 0.10
H -0.134 -2.026 0.180 0.10
H 0.123 1.399 0.200 0.13
H 1.043 -0.048 1.392 0.10
H -1.964 0.453 0.977 0.10
H -0.915 1.111 2.322 0.10
H -1.304 2.369 -0.311 0.06
```

***

--- 2 ---
Formula: C4H10O
Source: the OMol25 dataset
Level of theory: ωB97M-V/def2-TZVPD

Frontier orbital gap ... 9.4 eV
HOMO ... -8.3 eV

Structure (XYZ):
```
15
Properties=species:S:1:pos:R:3:lowdin_charge:R:1
C 1.869 0.925 0.066 -0.05
C 0.917 -0.041 -0.125 -0.31
O -0.131 0.262 -0.896 -0.09
C -1.327 -0.464 -0.681 -0.26
C -2.095 0.207 0.434 -0.07
H 1.502 1.937 0.130 0.05
H 2.909 0.852 -0.215 0.03
H 0.799 -0.990 0.409 0.09
H -1.102 -1.518 -0.454 0.12
H -1.859 -0.428 -1.635 0.12
H -3.064 -0.269 0.588 0.08
H -2.245 1.261 0.180 0.08
H -1.519 0.161 1.366 0.08
H 2.762 -0.669 0.662 0.06
H 2.584 -1.226 0.172 0.08
```

***

--- 3 ---
Formula: C4H10O
Source: the OMol25 dataset
Level of theory: ωB97M-V/def2-TZVPD

Frontier orbital gap ... 10.2 eV
HOMO ... -9.3 eV

Structure (XYZ):
```
15
Properties=species:S:1:pos:R:3:lowdin_charge:R:1
C -0.792 0.498 -1.226 0.03
C -0.352 -0.040 -0.092 -0.40
C -0.240 -1.524 0.136 -0.09
C 0.096 0.807 1.070 -0.26
O -0.332 2.140 0.908 -0.06
H -0.873 1.574 -1.338 0.06
H -1.091 -0.125 -2.065 0.07
H -0.333 -2.082 -0.801 0.07
H 0.725 -1.786 0.591 0.07
H -1.026 -1.869 0.822 0.08
H 1.198 0.744 1.128 0.13
H -0.292 0.368 2.005 0.12
H 0.057 2.664 1.617 0.09
H 2.389 -0.916 -1.622 0.05
H 1.795 -0.469 -1.632 0.02
```

***

Ordering by calculated energy gives the sequence 3, 1, 2, with the first entry being the most stable.

***

--- 1 ---
Formula: C4H10O
Source: the OMol25 dataset
Level of theory: ωB97M-V/def2-TZVPD

Frontier orbital gap ... 9.5 eV
HOMO ... -8.9 eV

Structure (XYZ):
```
15
Properties=species:S:1:pos:R:3:lowdin_charge:R:1
C -0.090 1.443 1.703 0.03
C 0.172 1.000 0.396 -0.41
C 1.564 0.828 -0.090 -0.11
C -1.100 1.025 -0.469 -0.09
H -1.095 1.947 1.870 0.07
H 0.576 1.455 2.498 0.02
H 1.625 0.068 -0.968 0.09
H 1.975 0.367 0.857 0.08
H 2.111 1.817 -0.519 0.13
H -1.933 1.622 -0.014 0.08
H -1.457 0.057 -0.779 0.06
H -0.822 1.486 -1.407 0.06
O -0.697 -4.711 -0.963 -0.10
H -0.272 -4.427 -1.805 0.05
H -0.559 -3.977 -0.309 0.05
```

***

--- 2 ---
Formula: C4H10O
Source: the OMol25 dataset
Level of theory: ωB97M-V/def2-TZVPD

Frontier orbital gap ... 6.9 eV
HOMO ... -10.6 eV

Structure (XYZ):
```
15
Properties=species:S:1:pos:R:3:lowdin_charge:R:1
C -0.399 0.502 1.483 -0.11
C -0.963 -0.406 0.395 -0.23
C 0.181 -1.115 -0.526 -0.21
C 1.166 -0.045 -1.140 -0.08
O -0.734 2.150 -0.857 -0.12
H -0.537 0.309 2.579 0.09
H -0.711 1.466 0.933 0.06
H 0.657 0.620 1.302 0.04
H -1.704 -1.028 0.816 0.09
H -1.317 0.317 -0.399 0.08
H 0.653 -1.806 0.288 0.14
H 1.637 0.512 -0.323 0.06
H 1.949 -0.526 -1.709 0.07
H 0.437 0.709 -1.559 0.05
H -0.315 -1.658 -1.283 0.07
```

***

--- 3 ---
Formula: C4H10O
Source: the OMol25 dataset
Level of theory: ωB97M-V/def2-TZVPD

Frontier orbital gap ... 9.2 eV
HOMO ... -8.3 eV

Structure (XYZ):
```
15
Properties=species:S:1:pos:R:3:lowdin_charge:R:1
C -2.232 -0.134 -0.141 -0.12
C -0.862 0.285 0.307 -0.34
C 0.279 -0.612 -0.033 -0.22
C 1.590 0.138 0.032 -0.30
O 2.618 -0.821 -0.074 -0.07
H -2.344 -0.931 -0.880 0.06
H -3.110 0.101 0.465 0.06
H -1.728 0.846 -0.631 0.07
H -0.517 1.485 -0.441 0.17
H -0.880 0.743 1.285 0.11
H 0.141 -1.048 -1.032 0.13
H 0.301 -1.448 0.674 0.13
H 1.633 0.882 -0.781 0.11
H 1.645 0.697 0.983 0.12
H 3.457 -0.356 -0.146 0.09
```

***

Ordering by calculated energy gives the sequence 1, 3, 2, with the first entry being the most stable.